(1)
102
Properties=species:S:1:pos:R:3:forces:R:3:lowdin_spin:R:1 method="wB97M-V/def2-TZVPD" energy_ha=-3228.19711 e_homo_ev="-2.3 / -4.9" total_charge=-1 spin_multiplicity=2 gap_ev="4.49 / 7.09" largest_force_ev_per_a=0.778
Hg -0.2774 0.9188 0.7560 -0.23 -0.05 0.43 0.003
C -0.0123 2.0215 -2.8005 -0.08 0.03 0.11 0.000
C -0.1885 3.1367 -1.7781 0.15 -0.06 -0.19 0.000
N -1.1438 2.7991 -0.7261 -0.05 0.38 -0.22 0.002
C -2.4846 2.4974 -1.2353 -0.12 -0.02 -0.05 0.001
C -3.1874 3.6203 -2.0041 0.16 -0.08 0.09 0.000
C -1.1391 3.8337 0.3014 -0.05 0.01 0.14 0.000
C -1.9730 3.4874 1.5316 0.11 -0.17 -0.02 0.000
N -1.7309 2.1222 1.9749 -0.14 0.30 0.22 -0.001
C -2.2162 1.7267 3.1679 -0.10 0.04 0.29 0.000
C -2.2510 0.3448 3.5226 0.00 0.17 -0.10 0.000
F -1.9764 -0.5801 2.5850 0.26 -0.02 -0.20 0.000
C -2.6122 -0.1201 4.7606 -0.04 0.13 0.14 0.000
F -2.5580 -1.4445 4.9984 -0.01 -0.08 -0.07 0.000
C -3.0575 0.7189 5.7661 -0.04 0.00 0.01 0.000
C -3.1335 2.0528 5.4335 0.00 -0.17 0.02 0.000
F -3.5969 2.9249 6.3522 -0.01 0.11 0.02 0.000
C -2.7458 2.5468 4.2055 0.04 -0.07 -0.04 0.000
F -2.8905 3.8901 4.0514 0.07 0.03 -0.03 0.000
H 0.8600 2.2360 -3.4207 0.01 -0.02 -0.04 0.000
H -0.8759 1.9271 -3.4604 0.01 -0.04 -0.02 0.000
H 0.1390 1.0657 -2.2923 0.04 0.05 -0.10 0.001
H -0.4734 4.0714 -2.2888 -0.01 0.00 0.04 0.000
H 0.7665 3.3160 -1.2842 -0.07 0.08 0.01 0.000
H -3.0968 2.2089 -0.3810 0.02 -0.06 0.01 0.000
H -2.4106 1.6156 -1.8723 -0.01 -0.03 0.07 0.001
H -3.2500 4.5365 -1.4155 -0.04 0.02 -0.01 0.000
H -4.2029 3.3030 -2.2428 0.00 0.01 -0.03 0.000
H -2.6755 3.8479 -2.9405 -0.03 0.03 -0.01 0.000
H -1.4918 4.8038 -0.0830 0.04 -0.01 -0.03 0.000
H -0.0969 3.9632 0.6046 0.01 -0.01 -0.03 0.000
H -3.0417 3.6285 1.3186 0.01 0.11 0.02 0.000
H -1.6912 4.2287 2.2833 -0.10 0.06 -0.04 0.000
H -3.3640 0.3499 6.7322 0.03 0.00 0.00 0.000
C 5.5886 -1.9273 -0.1456 -0.05 0.05 -0.01 0.000
C 4.6623 -1.7752 -1.3191 0.02 -0.03 0.13 0.000
C 4.2880 -2.8702 -2.0830 -0.06 0.04 -0.07 0.000
C 3.4202 -2.7171 -3.1525 0.04 0.12 0.08 0.000
Cl 2.9129 -4.1160 -4.0537 -0.01 -0.10 -0.09 0.000
C 2.9398 -1.4682 -3.4938 -0.04 -0.09 -0.03 0.000
C 3.3040 -0.3691 -2.7340 -0.04 0.19 0.12 0.000
C 4.1370 -0.5157 -1.6326 0.02 -0.08 -0.15 0.000
O 4.5479 0.5043 -0.8281 -0.09 -0.05 0.11 0.000
C 3.8185 1.7231 -0.7836 -0.21 -0.03 -0.07 0.000
C 2.4418 1.6345 -0.0896 0.32 -0.25 0.22 0.000
O 2.0323 2.6580 0.4842 0.09 0.02 -0.14 0.000
O 1.8467 0.5236 -0.1629 0.24 0.19 -0.34 -0.001
H 5.8748 -2.9699 -0.0129 0.00 -0.01 0.00 0.000
H 5.1048 -1.5760 0.7680 0.06 -0.01 -0.01 0.000
H 6.4919 -1.3297 -0.2809 0.00 0.00 0.02 0.000
H 4.6629 -3.8559 -1.8386 0.01 0.01 0.03 0.000
H 2.2657 -1.3529 -4.3318 -0.01 0.00 0.02 0.000
H 2.8915 0.5963 -2.9893 -0.04 0.00 0.04 0.000
H 3.6676 2.1268 -1.7917 0.02 0.06 0.06 0.000
H 4.4451 2.4174 -0.2310 0.01 0.01 0.01 0.000
N -2.4193 -4.0301 -4.1346 -0.01 0.09 0.14 0.041
C -3.3282 -4.7338 -4.8853 -0.17 0.00 -0.01 0.007
C -3.1834 -5.6253 -5.9323 -0.02 0.02 0.03 0.012
C -4.3492 -6.1537 -6.4825 0.12 -0.03 -0.03 0.037
C -5.6007 -5.8003 -5.9817 -0.11 -0.03 -0.03 0.007
C -5.7438 -4.9083 -4.9263 0.08 0.01 0.00 0.037
C -4.5923 -4.3541 -4.3667 0.17 -0.14 -0.16 -0.003
N -4.4434 -3.4564 -3.3469 -0.02 0.16 0.20 0.109
C -3.1301 -3.2638 -3.2098 -0.11 -0.16 -0.21 0.067
C -2.4961 -2.4044 -2.2893 0.16 0.11 0.13 0.199
C -1.0754 -2.2654 -2.1945 -0.06 -0.09 -0.10 0.067
C -0.5219 -1.3803 -1.3230 0.09 0.03 0.06 0.064
N -1.2458 -0.5793 -0.4885 -0.12 -0.67 -0.37 0.191
C -2.6042 -0.7563 -0.5185 0.00 0.04 0.11 0.074
C -3.2397 -1.6073 -1.3646 -0.08 -0.08 -0.11 0.063
H -1.4225 -4.0592 -4.2290 0.03 0.01 0.00 0.002
H -2.2043 -5.9008 -6.3065 -0.02 -0.01 -0.03 0.000
H -4.2776 -6.8466 -7.3119 -0.02 -0.01 0.02 0.003
H -6.4848 -6.2365 -6.4324 0.00 0.01 0.02 -0.001
H -6.7217 -4.6466 -4.5436 0.01 0.03 0.02 0.002
H -0.4082 -2.8732 -2.7953 0.05 0.06 0.01 0.004
H 0.5539 -1.2748 -1.2485 0.05 0.02 -0.05 0.003
H -3.1612 -0.1701 0.2030 -0.02 0.01 -0.03 0.003
H -4.3172 -1.6985 -1.3494 0.00 0.04 0.05 0.004
C 2.9443 2.6139 5.3183 -0.02 0.01 -0.13 0.000
C 2.2150 3.2674 4.1549 0.07 -0.06 0.07 0.000
N 1.3431 2.2708 3.5819 0.07 0.12 0.00 0.000
C 1.7439 0.9820 3.3633 -0.31 0.06 0.12 0.000
N 0.9650 0.2168 2.6750 0.03 -0.30 -0.04 0.000
C 1.3011 -1.1981 2.6345 0.14 0.16 0.02 0.000
C 2.7986 -1.3750 2.4308 -0.10 0.06 0.00 0.000
C 3.5374 -0.6869 3.5681 -0.03 -0.15 -0.05 0.000
N 2.8925 0.5553 3.9738 0.04 0.04 -0.02 0.000
C 3.7199 1.4183 4.7954 -0.04 0.08 0.07 0.000
H 2.2080 2.2847 6.0542 0.00 0.02 0.02 0.000
H 3.6272 3.3158 5.7980 0.01 -0.01 0.00 0.000
H 2.9361 3.6669 3.4286 -0.02 -0.02 -0.02 0.000
H 1.5967 4.0927 4.5088 0.01 0.03 -0.04 0.000
H 0.6183 2.5740 2.9460 -0.06 -0.09 0.03 0.000
H 0.7470 -1.6629 1.8197 -0.03 -0.04 0.02 0.000
H 0.9829 -1.6773 3.5705 -0.01 -0.05 -0.03 0.000
H 3.0533 -0.9183 1.4723 0.01 0.00 0.00 0.000
H 3.0725 -2.4311 2.3983 0.05 0.01 -0.01 0.000
H 4.5656 -0.4581 3.2612 0.00 0.01 0.06 0.000
H 3.5952 -1.3496 4.4400 0.02 0.02 0.00 0.000
H 4.5886 1.7614 4.2159 0.01 -0.01 0.01 0.000
H 4.1007 0.8224 5.6314 0.04 -0.01 -0.03 0.000

***

(2)
102
Properties=species:S:1:pos:R:3:forces:R:3:lowdin_charge:R:1 method="wB97M-V/def2-TZVPD" energy_ha=-4803.29149 e_homo_ev=-10.4 total_charge=+1 gap_ev=7.03 largest_force_ev_per_a=0.542
Ti 0.0864 0.7567 -0.1771 -0.10 0.11 -0.17 0.726
C -4.3368 0.7712 -1.8631 0.00 -0.03 0.01 -0.103
C -3.7015 -0.4065 -1.1214 -0.06 0.00 0.03 -0.515
C -3.2748 -1.4850 -2.1123 0.04 0.01 0.00 -0.127
P -2.4308 0.1050 0.1269 0.15 0.12 -0.11 1.073
C -3.3513 1.2202 1.2730 0.04 -0.04 0.05 -0.509
C -2.5189 1.4529 2.5327 -0.01 0.00 -0.02 -0.105
C -4.7368 0.6954 1.6491 0.02 -0.01 0.00 -0.092
C -2.0417 -1.4114 1.0294 -0.03 -0.03 0.01 -0.306
C -2.8662 -2.5346 1.0644 0.01 0.01 0.02 -0.072
C -2.3978 -3.7401 1.5548 0.02 0.00 0.01 -0.054
C -1.0752 -3.8342 1.9687 -0.01 -0.01 -0.02 -0.046
C -0.2515 -2.7230 1.9495 0.00 0.00 0.01 -0.046
C -0.7365 -1.4844 1.5246 -0.06 -0.10 -0.08 -0.329
N 0.0941 -0.3174 1.4980 0.15 0.06 -0.18 -0.099
C 0.9577 -0.1936 2.6212 0.07 0.07 0.16 -0.285
C 0.6765 -0.8158 3.8459 -0.04 0.02 -0.01 -0.029
C 1.5855 -0.7913 4.8859 0.01 0.01 0.02 -0.051
C 2.8020 -0.1350 4.7504 -0.01 0.00 0.00 -0.063
C 3.0348 0.5862 3.5960 -0.02 0.00 -0.01 -0.074
C 2.1143 0.5958 2.5465 -0.02 -0.02 0.07 -0.309
P 2.1407 1.8629 1.2623 -0.11 0.03 -0.13 1.115
C 1.9267 3.3603 2.3514 0.05 -0.03 0.02 -0.485
C 2.3514 4.7071 1.7389 -0.06 0.00 -0.04 -0.086
C 0.5078 3.4037 2.9141 0.04 0.01 0.04 -0.104
C 3.8631 1.9413 0.5608 -0.04 -0.04 0.08 -0.507
C 3.8567 2.4343 -0.8876 0.03 -0.01 0.01 -0.103
C 4.8919 2.7279 1.3795 -0.03 0.03 0.00 -0.090
H -5.2612 0.4267 -2.3298 0.00 -0.01 0.01 0.092
H -3.6768 1.1382 -2.6439 0.01 0.00 0.00 0.063
H -4.5802 1.6117 -1.2152 -0.01 0.01 0.02 0.068
H -4.4689 -0.8384 -0.4704 0.01 0.00 0.00 0.088
H -2.5889 -1.0842 -2.8583 -0.01 0.00 0.01 0.055
H -4.1647 -1.8352 -2.6389 0.00 -0.01 0.00 0.092
H -2.7977 -2.3391 -1.6343 0.00 0.00 -0.03 0.055
H -3.4432 2.1637 0.7270 0.02 0.01 0.00 0.108
H -2.4359 0.5317 3.1145 0.01 0.00 0.00 0.087
H -2.9997 2.2039 3.1612 -0.01 0.00 0.00 0.095
H -1.5169 1.7992 2.2973 -0.01 0.01 0.01 0.022
H -4.6657 -0.2931 2.1099 0.00 0.00 -0.01 0.083
H -5.4187 0.6382 0.8028 -0.01 0.01 -0.01 0.069
H -5.1823 1.3654 2.3862 0.00 0.00 0.00 0.089
H -3.8779 -2.4779 0.6849 0.00 0.00 0.00 0.108
H -3.0448 -4.6060 1.5826 0.00 0.00 0.00 0.113
H -0.6770 -4.7848 2.3000 0.00 0.00 0.00 0.119
H 0.7782 -2.8161 2.2694 0.00 0.01 0.00 0.126
H -0.2595 -1.3363 3.9859 0.00 0.00 -0.02 0.119
H 1.3394 -1.2942 5.8121 0.00 0.00 0.00 0.115
H 3.5303 -0.1457 5.5493 0.00 0.00 0.00 0.111
H 3.9410 1.1710 3.5148 -0.02 -0.02 0.02 0.093
H 2.5938 3.1436 3.1898 0.04 -0.02 -0.05 0.099
H 2.5950 4.6513 0.6813 0.03 -0.01 0.00 0.031
H 3.2353 5.0980 2.2396 -0.02 0.02 0.05 0.081
H 1.5539 5.4422 1.8507 -0.01 -0.01 -0.05 0.087
H -0.2185 3.6173 2.1307 0.00 0.00 -0.01 0.061
H 0.4406 4.1918 3.6662 0.00 0.01 -0.01 0.094
H 0.2433 2.4638 3.4021 -0.01 0.01 0.00 0.069
H 4.1602 0.8908 0.5720 0.01 0.01 -0.04 0.090
H 3.5456 3.4799 -0.9466 0.04 -0.01 0.00 0.059
H 3.2064 1.8461 -1.5324 -0.02 -0.02 -0.01 0.039
H 4.8716 2.3822 -1.2876 -0.01 -0.01 -0.02 0.092
H 4.8019 3.7985 1.2035 -0.01 0.01 0.01 0.069
H 5.8914 2.4314 1.0578 0.00 0.00 0.00 0.091
H 4.8291 2.5582 2.4528 0.02 0.01 -0.03 0.059
N 0.9772 8.4126 -2.7974 0.00 0.01 0.00 0.132
C 0.5681 7.1448 -2.5230 -0.02 -0.03 0.01 -0.298
C -0.6875 6.6890 -2.9624 0.03 0.05 0.00 -0.009
C -1.1197 5.4191 -2.6622 -0.07 -0.02 0.06 -0.039
C -0.3045 4.5820 -1.9049 -0.04 -0.08 0.00 -0.307
C 0.9464 5.0072 -1.4825 0.06 0.02 -0.01 -0.063
C 1.3846 6.2757 -1.7772 -0.02 -0.01 -0.01 -0.007
S -0.8107 2.9665 -1.5623 0.05 0.05 -0.08 0.652
O -2.1184 2.7687 -2.1028 -0.03 0.04 -0.03 -0.269
O -0.7193 2.6834 -0.0825 -0.08 0.02 0.19 -0.458
N 0.3261 1.9065 -1.9573 -0.21 -0.34 0.36 -0.214
C 0.7288 1.7301 -3.2760 0.22 0.08 -0.30 -0.476
N 0.0698 2.3980 -4.2173 -0.04 0.02 0.02 0.143
C 0.4882 2.2209 -5.4675 -0.05 0.03 0.01 -0.101
C 1.5443 1.3889 -5.7820 0.04 -0.04 0.01 -0.039
C 2.1678 0.7631 -4.7141 0.02 -0.03 -0.09 -0.106
N 1.7800 0.9319 -3.4569 -0.07 0.02 0.14 0.120
H 0.4590 8.9777 -3.4451 0.00 0.00 0.00 0.106
H 1.9249 8.6874 -2.6145 0.00 -0.01 0.00 0.105
H -1.3186 7.3487 -3.5443 0.01 0.00 0.00 0.119
H -2.0808 5.0630 -3.0061 0.01 0.00 -0.01 0.121
H 1.5724 4.3209 -0.9342 0.03 -0.02 0.01 0.071
H 2.3582 6.6089 -1.4388 0.00 0.01 -0.01 0.118
H -0.0488 2.7670 -6.2346 0.00 0.01 0.00 0.117
H 1.8722 1.2437 -6.8001 0.01 -0.01 0.00 0.106
H 3.0153 0.1047 -4.8697 0.01 0.01 0.00 0.116
F 4.0964 -4.5130 0.7696 -0.01 -0.01 0.00 0.148
C 3.1591 -3.7571 0.2131 0.03 0.02 0.01 -0.130
C 3.3352 -2.3840 0.1309 0.04 0.02 0.00 -0.131
F 4.4438 -1.8134 0.6013 -0.01 0.00 0.00 0.132
C 2.3413 -1.6261 -0.4451 -0.05 0.02 -0.05 -0.220
F 2.5029 -0.2838 -0.5298 0.02 -0.17 0.06 0.000
C 1.1642 -2.1590 -0.9337 0.01 -0.03 -0.02 -0.460
S -0.0617 -1.1211 -1.6348 0.08 0.19 0.11 0.824
C 1.0149 -3.5353 -0.8450 -0.02 0.02 0.00 -0.238
F -0.1031 -4.1124 -1.2768 0.02 -0.02 0.01 0.114
C 1.9987 -4.3304 -0.2804 -0.03 -0.05 0.00 -0.139
F 1.8209 -5.6437 -0.1801 0.00 0.00 0.00 0.141

***

(3)
96
Properties=species:S:1:pos:R:3:forces:R:3:lowdin_charge:R:1 method="wB97M-V/def2-TZVPD" energy_ha=-2099.59274 e_homo_ev=-10.8 total_charge=+1 gap_ev=1.52 largest_force_ev_per_a=3.997
Be 7.5882 14.5633 -25.7146 -0.16 0.00 0.09 0.541
C 3.8366 18.3500 -19.9528 -1.62 1.83 0.08 -0.043
C 4.2804 16.9214 -20.1185 3.85 -0.51 -0.96 -0.279
O 4.9777 16.6525 -21.2854 -1.93 0.54 1.73 0.144
H 3.2127 18.4495 -19.0646 -0.08 -0.59 0.17 0.096
H 3.1713 18.6607 -20.7583 0.43 0.21 -0.21 0.097
H 4.6348 19.0615 -19.7412 0.42 -0.33 -0.65 0.100
H 3.3257 16.3957 -20.0989 -0.75 -0.71 -0.48 0.184
H 4.9023 16.6255 -19.2737 -0.25 -0.50 0.20 0.127
N 2.7459 27.7988 -16.7560 0.82 -1.15 0.37 0.045
C 4.0347 27.5630 -16.3346 -1.51 -0.31 -1.73 -0.126
C 4.7219 26.4005 -16.6900 -0.65 -0.38 0.65 -0.082
C 4.0682 25.3677 -17.3910 -1.24 0.65 0.28 -0.085
C 2.7163 25.5417 -17.7334 0.71 1.72 0.72 -0.065
C 2.1171 26.7937 -17.3821 1.30 -0.63 -0.47 -0.153
H 4.4899 28.4075 -15.8386 0.19 -0.17 0.23 0.098
H 5.6952 26.2083 -16.2632 0.26 0.19 -0.27 0.094
H 4.5530 24.4256 -17.6005 0.23 0.05 -0.07 0.093
H 2.1295 24.8244 -18.2880 0.10 -0.16 0.07 0.089
H 1.1151 26.9756 -17.7418 -0.22 0.20 0.23 0.093
N 6.5256 9.6503 -24.1272 -1.18 0.10 3.01 0.032
C 5.7818 9.4414 -22.9843 -0.31 -2.79 -1.33 -0.101
C 5.2409 8.1272 -22.6514 1.54 2.94 -0.64 -0.073
C 5.5386 7.0748 -23.4730 0.59 -0.36 -0.52 -0.084
C 6.3745 7.2768 -24.6007 -0.16 0.56 0.77 -0.052
C 6.8482 8.5633 -24.8282 -0.90 0.37 -0.28 -0.186
H 5.4889 10.2017 -22.2755 0.44 0.73 -0.46 0.086
H 4.6880 8.0200 -21.7299 -0.15 -0.09 -0.08 0.096
H 5.1349 6.1362 -23.1231 0.17 -0.46 -0.65 0.103
H 6.7180 6.5480 -25.3199 -0.34 -0.49 0.31 0.099
H 7.4094 8.8240 -25.7133 0.31 -0.45 -0.15 0.097
N -0.5159 14.9788 -13.8007 0.73 -1.09 0.45 0.046
C 0.8346 14.7149 -13.9551 -2.23 2.04 0.71 -0.138
C 1.6998 15.0799 -12.9498 -0.62 0.48 1.75 -0.075
C 1.1399 15.4904 -11.6952 1.01 0.14 -1.47 -0.071
C -0.2266 15.5906 -11.4938 2.28 -0.19 0.42 -0.084
C -0.9987 15.3373 -12.5917 -0.20 -0.94 -1.03 -0.168
H 1.1476 14.4393 -14.9514 0.01 -0.22 0.00 0.092
H 2.7710 15.1611 -13.0603 0.08 -0.45 -0.15 0.092
H 1.8343 15.8317 -10.9418 0.02 -0.19 0.24 0.098
H -0.5201 15.8482 -10.4869 -0.72 0.07 -0.21 0.106
H -2.0637 15.3073 -12.4147 -0.34 0.34 -0.73 0.101
N 8.8323 11.1517 -15.6653 -0.50 0.44 0.71 0.061
C 7.7047 11.6035 -16.1784 -0.08 0.55 -1.27 -0.169
C 6.6276 10.8017 -16.4987 -0.75 0.45 0.25 -0.088
C 6.6802 9.4513 -16.2514 -0.35 -0.41 0.56 -0.091
C 7.8102 8.9513 -15.6480 0.83 0.53 -0.32 -0.060
C 8.7989 9.8848 -15.3250 1.02 -1.39 0.25 -0.163
H 7.7132 12.6478 -16.4534 -0.19 0.24 0.04 0.098
H 5.6995 11.2215 -16.8576 0.06 0.23 -0.18 0.098
H 5.7990 8.8383 -16.3704 0.04 -0.17 -0.48 0.107
H 8.0350 7.8983 -15.5647 -0.33 -0.05 0.52 0.104
H 9.6627 9.5795 -14.7532 0.24 -0.41 -0.10 0.103
N 5.0561 18.9127 -28.5393 -1.12 0.80 -0.22 0.037
C 4.6830 18.7570 -29.8350 0.82 0.76 0.43 -0.148
C 4.0334 19.7430 -30.5801 0.22 1.08 0.37 -0.066
C 3.7234 20.9512 -29.9494 -0.30 -1.14 0.28 -0.082
C 3.9159 21.0393 -28.5846 0.17 0.21 0.03 -0.083
C 4.6093 20.0307 -27.9132 0.09 -0.41 -1.16 -0.148
H 5.1101 17.8876 -30.3127 -0.31 -0.26 -0.09 0.095
H 3.8356 19.7548 -31.6418 0.17 -0.85 -0.11 0.100
H 3.2665 21.7675 -30.4891 -0.02 0.00 -0.09 0.106
H 3.5415 21.9323 -28.1062 0.27 -0.01 0.45 0.100
H 4.8711 20.1669 -26.8743 0.01 -0.21 0.14 0.093
N -0.7701 22.7329 -23.6220 -0.01 2.00 1.26 0.039
C -1.2229 23.8560 -22.9598 0.69 -1.37 -0.77 -0.128
C -2.3853 23.9180 -22.1812 -0.05 -1.45 -1.56 -0.070
C -3.2079 22.7852 -22.3006 1.35 -1.38 -0.25 -0.056
C -2.7372 21.5941 -22.9939 -1.20 2.13 1.39 -0.058
C -1.4740 21.6226 -23.5477 -0.66 0.20 -0.18 -0.201
H -0.5539 24.6865 -23.1306 -0.14 0.32 0.31 0.094
H -2.7355 24.7957 -21.6583 0.26 0.06 0.02 0.099
H -4.1347 22.7880 -21.7462 -0.27 -0.22 -0.27 0.094
H -3.3914 20.7409 -23.0962 0.07 -0.11 0.17 0.090
H -1.0385 20.7533 -24.0176 -0.03 -0.18 -0.12 0.097
N 2.6792 13.1767 -27.2173 -1.86 -1.37 -2.45 0.041
C 1.6152 13.9576 -26.8798 0.42 -1.92 2.02 -0.153
C 0.2856 13.4834 -26.7951 1.01 0.75 -0.03 -0.078
C -0.0068 12.3099 -27.4164 -1.38 0.54 -0.57 -0.118
C 0.9552 11.6931 -28.1434 2.82 -1.36 -0.37 -0.090
C 2.3255 12.0233 -27.9690 -1.58 2.66 1.45 -0.087
H 1.8575 14.8102 -26.2627 0.21 0.47 -0.36 0.089
H -0.4979 13.9753 -26.2378 0.20 0.49 -0.07 0.102
H -1.0362 11.9921 -27.4914 -0.06 -0.29 0.21 0.113
H 0.7114 10.8349 -28.7521 0.02 -0.10 -0.07 0.101
H 3.0920 11.4237 -28.4374 0.25 0.14 0.25 0.091
C -2.7388 10.9472 -18.3772 -0.15 0.77 0.29 -0.014
C -1.6306 11.6680 -19.1120 0.51 -1.45 0.37 -0.531
O -0.5248 11.1987 -19.1708 1.08 -0.68 0.48 0.066
C -1.8871 12.8400 -19.9321 -1.39 1.40 -1.72 -0.040
H -3.2443 11.6794 -17.7476 -0.24 0.01 0.08 0.084
H -2.3842 10.1399 -17.7362 0.19 0.08 -0.32 0.085
H -3.4767 10.5849 -19.0929 0.01 -0.07 -0.02 0.086
H -2.8221 12.6572 -20.4617 -0.40 0.19 0.04 0.085
H -1.1648 12.9260 -20.7439 0.35 -0.04 0.41 0.087
H -2.0022 13.8138 -19.4563 0.05 -0.19 0.39 0.091